# 1
DFT (wB97M-V/def2-TZVPD) results for a 3-piece molecular cluster, C7H14 overall.

ORCA input file:
```
! RIJCOSX wB97M-V def2-TZVPD def2/J DEFGRID3
* xyz 0 1
C 0.8961 -1.9051 0.1770
C 1.6835 -0.9215 -0.2132
C 2.9164 -0.1548 -0.0084
C 1.9708 0.1509 -1.1711
H 1.1279 -2.5067 1.0520
H -0.0105 -2.1515 -0.3695
H 2.9629 0.5572 0.8137
H 3.8649 -0.6358 -0.2383
H 2.2933 -0.1154 -2.1754
H 1.3826 1.0645 -1.1162
H 0.4791 2.1951 0.6962
H 1.1235 2.3004 1.0538
C -2.1649 1.5815 0.2020
C -1.9469 0.2700 0.2438
C -2.5358 -0.7164 -0.7220
H -2.7832 2.0297 -0.5736
H -1.7463 2.2557 0.9447
H -1.3126 -0.1399 1.0306
H -3.2702 -1.3585 -0.2200
H -3.0376 -0.2099 -1.5521
H -1.7694 -1.3774 -1.1412
*
```

## Properties
calculated total energy = -274.9739 Ha
ΔE to the lowest compared entry with this formula, charge and spin = 373.7 kJ/mol
LUMO = 1.22 eV
Kohn-Sham gap = 10.785 eV
HOMO level = -9.563 eV

Here are the natural (NBO) charges for atoms 1 to 8, given in e: atom 1 (C): -0.40, atom 2 (C): 0.02, atom 3 (C): -0.45, atom 4 (C): -0.45, atom 5 (H): 0.20, atom 6 (H): 0.19, atom 7 (H): 0.22, atom 8 (H): 0.22

# 2
DFT (wB97M-V/def2-TZVPD) results for a 9-piece molecular cluster, C64H59I2N9O5 overall at a distorted geometry.

ORCA input file:
```
! RIJCOSX wB97M-V def2-TZVPD def2/J DEFGRID3
* xyz 0 1
C 1.0336 -3.8772 -1.9667
C 0.1801 -4.0505 -1.1053
C -1.0150 -3.9520 -0.1173
C -2.2740 -4.7988 -0.2992
N -2.3008 -5.6680 -1.4757
C -3.4354 -4.7486 0.6387
C -4.7648 -5.5733 0.5050
C -4.6006 -7.0372 -0.0637
O -4.1918 -8.0050 0.5392
O -4.9463 -7.2103 -1.4285
C -3.3101 -3.7675 1.8036
C -4.4672 -3.6277 2.8707
I -4.3282 -4.5661 4.8422
C -5.6259 -2.9299 2.5698
C -6.7895 -2.8542 3.6604
I -5.9094 -1.9780 0.6333
C -2.0842 -2.9058 1.9674
C -0.8899 -2.9935 1.0208
C 0.3746 -2.0584 1.2710
O 1.5231 -2.4591 1.1704
C 0.0050 -0.5807 1.7116
C 0.7312 0.6176 1.2061
C 0.3163 2.0206 1.6201
C -0.8579 2.1103 2.5626
C -1.5953 0.8855 3.0788
O -2.6886 1.1209 3.9269
C -3.8453 1.6541 3.1956
C -3.9128 1.2209 1.6743
C -5.3600 1.5455 1.0346
C -1.1838 -0.4904 2.6696
C -1.9135 -1.8296 3.1320
O -2.2617 -2.0088 4.2837
H 1.7122 -3.6787 -2.8421
H -1.6859 -6.4653 -1.2312
H -1.8350 -5.2224 -2.2755
H -5.2434 -5.6841 1.5357
H -5.5413 -5.0016 -0.1115
H -5.2242 -6.3421 -1.8017
H -7.6343 -2.2129 3.2507
H -7.1417 -3.9096 3.9125
H -6.3736 -2.4008 4.6066
H 1.5826 0.5528 0.4777
H 0.8579 2.9374 1.2069
H -1.1845 3.1521 2.8697
H -3.8975 2.7933 3.2883
H -4.7518 1.2409 3.7540
H -3.7848 0.0902 1.6036
H -3.1727 1.7740 1.0092
H -5.5424 0.9869 0.0747
H -6.1682 1.4048 1.8156
H -5.3486 2.6555 0.7573
C 1.8372 7.3780 -1.4667
C 2.2555 7.0619 -0.1841
C 2.1798 5.7397 0.2212
N 1.7217 4.7461 -0.5538
C 1.3224 5.0792 -1.7879
C 1.3612 6.3706 -2.2892
H 1.8822 8.4012 -1.8223
H 2.6326 7.8237 0.4857
H 2.4985 5.4415 1.2152
H 0.9549 4.2561 -2.3926
H 1.0275 6.5819 -3.2970
C 6.4664 0.9709 1.9849
C 6.1594 2.3159 1.8513
C 4.8648 2.6611 1.4979
N 3.8893 1.7708 1.2729
C 4.2127 0.4747 1.4077
C 5.4760 0.0277 1.7605
H 7.4678 0.6608 2.2614
H 6.9078 3.0802 2.0179
H 4.5764 3.7011 1.3841
H 3.4062 -0.2265 1.2192
H 5.6794 -1.0312 1.8565
C 5.4495 11.0391 -2.0471
C 5.8676 10.7198 -0.7642
C 5.7909 9.3958 -0.3596
N 5.3318 8.4048 -1.1361
C 4.9320 8.7392 -2.3711
C 4.9719 10.0314 -2.8713
H 5.4951 12.0630 -2.4011
H 6.2452 11.4806 -0.0927
H 6.1092 9.0956 0.6339
H 4.5631 7.9168 -2.9767
H 4.6374 10.2435 -3.8789
C 4.7206 3.3823 -5.2875
C 4.6677 4.3533 -6.2761
C 4.3129 5.6418 -5.9107
N 4.0135 6.0052 -4.6564
C 4.0703 5.0487 -3.7200
C 4.4173 3.7328 -3.9811
H 4.9954 2.3626 -5.5330
H 4.8971 4.1157 -7.3071
H 4.2606 6.4366 -6.6476
H 3.8212 5.3712 -2.7149
H 4.4485 3.0017 -3.1832
C 8.0062 10.4109 4.6763
C 8.8616 9.5040 4.0709
C 8.3139 8.5438 3.2349
N 7.0033 8.4370 2.9791
C 6.1979 9.3244 3.5780
C 6.6455 10.3238 4.4272
H 8.3959 11.1779 5.3360
H 9.9296 9.5411 4.2429
H 8.9430 7.8142 2.7359
H 5.1414 9.2136 3.3550
H 5.9476 11.0151 4.8820
C -9.8311 -6.3539 -2.3227
C -9.5432 -5.9473 -1.0289
C -8.4934 -5.0631 -0.8381
N -7.7354 -4.5793 -1.8317
C -8.0329 -4.9888 -3.0725
C -9.0634 -5.8665 -3.3693
H -10.6452 -7.0438 -2.5134
H -10.1205 -6.3080 -0.1872
H -8.2313 -4.7132 0.1559
H -7.4019 -4.5834 -3.8570
H -9.2596 -6.1617 -4.3920
C 5.9619 -6.3295 -0.0950
C 4.9884 -5.3980 0.2303
C 4.3107 -4.7706 -0.8029
N 4.5439 -5.0088 -2.1008
C 5.4905 -5.9115 -2.3889
C 6.2213 -6.5956 -1.4309
H 6.5134 -6.8430 0.6846
H 4.7595 -5.1640 1.2621
H 3.5378 -4.0364 -0.5992
H 5.6596 -6.0827 -3.4472
H 6.9740 -7.3171 -1.7222
C -6.1823 -11.2531 -0.7957
C -6.4832 -9.9057 -0.9165
C -7.7769 -9.5527 -1.2669
N -8.7556 -10.4379 -1.5004
C -8.4389 -11.7334 -1.3789
C -7.1777 -12.1903 -1.0300
H -5.1822 -11.5699 -0.5220
H -5.7352 -9.1495 -0.7428
H -8.0619 -8.5101 -1.3707
H -9.2494 -12.4280 -1.5755
H -6.9792 -13.2512 -0.9445
*
```

## Properties
calculated total energy = -3938.2477 Ha
LUMO = -0.64 eV
Kohn-Sham gap = 8.041 eV
HOMO level = -8.683 eV

Here are the Mulliken charges for atoms 1 to 8, given in e: atom 1 (C): -0.13, atom 2 (C): -1.04, atom 3 (C): 0.47, atom 4 (C): 0.41, atom 5 (N): -0.45, atom 6 (C): 0.35, atom 7 (C): 0.26, atom 8 (C): 0.38

# 3
DFT (wB97M-V/def2-TZVPD) results for C43H27Br2Cl3N6O8SY as an isolated structure at a distorted geometry.

ORCA input file:
```
! RIJCOSX wB97M-V def2-TZVPD def2/J DEFGRID3
* xyz -1 1
Y -0.1945 1.8704 1.5932
O -2.1842 -2.1172 -4.2771
C -1.7105 -0.9769 -4.3863
O -1.4500 -0.2995 -5.3914
C -1.5364 -0.2300 -3.0526
C -0.8171 0.9514 -2.9896
C -0.5899 1.5569 -1.7664
N -1.0466 1.0379 -0.6118
C -1.7659 -0.0948 -0.6692
C -2.0265 -0.7469 -1.8630
C -2.1744 -0.7085 0.6299
C -3.2946 -1.5266 0.7267
C -3.5720 -2.1322 1.9381
C -2.7244 -1.9131 3.0120
C -1.6444 -1.0656 2.8356
N -1.3773 -0.4720 1.6748
C 0.2316 2.8043 -1.6774
C 0.3354 3.6715 -2.7607
C 1.1509 4.7830 -2.6472
C 1.8424 4.9947 -1.4668
C 1.6582 4.0974 -0.4274
N 0.8629 3.0355 -0.5246
H -0.4194 1.3449 -3.9137
H -2.5528 -1.6918 -1.9053
H -3.9385 -1.6681 -0.1302
H -4.4425 -2.7659 2.0399
H -2.8996 -2.3631 3.9768
H -0.9664 -0.8421 3.6472
H -0.2237 3.4826 -3.6624
H 1.2393 5.4780 -3.4716
H 2.4927 5.8452 -1.3354
H 2.1268 4.2419 0.5385
Br 1.7464 5.8909 4.2498
C 0.1958 5.9393 3.1717
C -0.6049 7.0923 3.2049
C -1.7200 7.1884 2.4301
Br -2.7599 8.7770 2.5072
C -2.0946 6.1238 1.5746
C -3.2291 6.1350 0.7323
C -3.4991 5.0636 -0.0622
C -2.6314 3.9548 -0.0199
N -1.5787 3.9077 0.7508
C -1.2869 4.9698 1.5572
C -0.0973 4.8469 2.3770
O 0.6296 3.7829 2.3158
H -0.3245 7.9069 3.8567
H -3.8758 7.0026 0.7303
H -4.3634 5.0445 -0.7095
H -2.8224 3.0838 -0.6367
O -2.0952 2.8048 5.0098
C -1.5147 2.1790 4.1539
O -1.8594 2.0789 2.8908
C -0.2114 1.3467 4.4865
O -0.0135 0.9384 5.6102
O 0.5358 1.1017 3.4397
Cl 3.4274 -9.3132 -1.2070
C 3.0746 -7.6323 -0.9113
C 2.1162 -7.2881 0.0280
C 1.8384 -5.9486 0.2358
C 2.5007 -4.9484 -0.4678
C 2.1794 -3.4963 -0.2290
C 3.0966 -2.8371 0.8100
N 2.8471 -1.4264 0.7075
C 3.5706 -0.5024 -0.0108
C 2.8541 0.6485 0.0502
N 1.7040 0.4371 0.7732
C 1.7451 -0.8143 1.1459
O 0.8665 -3.3309 0.2817
C -0.1170 -2.8140 -0.6184
C -0.1858 -3.5616 -1.9015
C 0.3212 -3.1159 -3.0807
Cl 1.0665 -1.5960 -3.3678
S 0.1254 -4.2290 -4.3608
C -0.6456 -5.3463 -3.3171
C -0.7498 -4.8638 -2.0528
C 3.4611 -5.3379 -1.3819
Cl 4.3385 -4.1223 -2.2782
C 3.7583 -6.6677 -1.6263
H 1.5946 -8.0569 0.5756
H 1.0736 -5.6585 0.9401
H 2.3104 -2.9434 -1.1743
H 4.1553 -3.0284 0.6218
H 2.8535 -3.1979 1.8109
H 4.4993 -0.7514 -0.4853
H 3.0870 1.6041 -0.3786
H 1.0014 -1.3204 1.7339
H 0.0772 -1.7513 -0.8032
H -1.0545 -2.8998 -0.0668
H -0.9934 -6.2880 -3.6972
H -1.2133 -5.4024 -1.2425
H 4.5012 -6.9390 -2.3590
*
```

## Properties
calculated total energy = -9550.8415 Ha
ΔE to the lowest compared entry with this formula, charge and spin = 48.1 kJ/mol
LUMO = 1.56 eV
Kohn-Sham gap = 7.010 eV
HOMO level = -5.447 eV

Here are the Mulliken charges for atoms 1 to 8, given in e: atom 1 (Y): 0.78, atom 2 (O): -0.70, atom 3 (C): 0.93, atom 4 (O): -0.78, atom 5 (C): -1.41, atom 6 (C): -1.24, atom 7 (C): 1.15, atom 8 (N): 1.45